# 1
Formula: C13H5AsBr4O4ReS4
Source: OMol25
Level of theory: ωB97M-V/def2-TZVPD

Positions of all 32 atoms, in Å:
Re: -1.1601 -0.6677 0.9733
Br: 0.9138 -4.6328 -4.3940
C: 0.0700 -4.0010 -2.8448
C: -0.8734 -4.8121 -2.1809
Br: -1.2630 -6.5164 -2.8576
C: -1.5268 -4.3664 -1.0330
Br: -2.7936 -5.3993 -0.1170
C: -1.2326 -3.0861 -0.5578
O: -1.7327 -2.5060 0.4887
C: -0.2750 -2.2637 -1.2300
O: -0.1150 -1.1245 -0.6595
C: 0.3821 -2.7315 -2.3746
Br: 1.6149 -1.6073 -3.2238
S: -3.5060 -1.4742 5.7738
As: -3.9040 -0.1926 4.0001
S: -2.6849 -1.4691 2.5960
S: -1.1184 0.8441 2.7927
S: -5.2045 -1.8736 4.6733
O: -0.2049 2.1583 2.2040
C: 0.2050 1.9959 0.9661
O: -0.2187 0.9995 0.3336
C: 1.1488 2.9187 0.3767
C: 1.4046 4.1771 0.9343
C: 2.3349 5.0025 0.3363
C: 3.0273 4.5817 -0.7939
C: 2.7807 3.3297 -1.3453
C: 1.8389 2.5002 -0.7724
H: 0.8604 4.4866 1.8128
H: 2.5160 5.9796 0.7584
H: 3.7627 5.2332 -1.2426
H: 3.3198 2.9973 -2.2202
H: 1.6338 1.5197 -1.1727

The energy above the lowest of the compared OMol25 structures with the same formula, charge and spin is 215.0 kJ/mol. Its highest occupied orbital energy (spin up / spin down) is -11.27 / -11.31 eV. The calculation puts the gap between HOMO and LUMO (spin up / spin down) at 5.3 / 5.5 eV. Its net charge is +1.

***

# 2
Formula: C21H33N3O4S
Source: OMol25
Level of theory: ωB97M-V/def2-TZVPD

Positions of all 62 atoms, in Å:
C: 4.0616 1.6291 -1.0478
C: 4.0771 0.1550 -1.4358
H: 4.7528 -0.0017 -2.2820
H: 4.4211 -0.4627 -0.5991
O: 2.8239 -0.3048 -1.9111
C: 1.8042 -0.5220 -1.0208
C: 1.9186 -0.4458 0.3560
C: 0.8240 -0.6916 1.1734
C: -0.4126 -1.0408 0.6019
C: -0.5246 -1.1310 -0.7733
C: 0.5674 -0.8684 -1.5898
N: 0.5045 -0.9359 -2.9833
C: -0.5765 -1.1227 -3.7859
O: -1.7074 -1.3036 -3.3819
C: -0.2431 -1.0581 -5.2648
H: -0.8818 -1.7787 -5.7781
H: 0.8009 -1.3208 -5.4434
C: -0.5334 0.3444 -5.8265
C: 0.3847 1.3927 -5.2022
H: 0.2298 1.4597 -4.1280
H: 1.4290 1.1486 -5.3909
H: 0.1827 2.3705 -5.6337
C: -0.3739 0.3373 -7.3448
H: 0.6482 0.0828 -7.6183
H: -0.6037 1.3180 -7.7545
H: -1.0430 -0.3888 -7.8004
H: -1.5709 0.5946 -5.5815
H: 1.3989 -0.7519 -3.4181
H: -1.4494 -1.3982 -1.2524
O: -1.4322 -1.2869 1.4960
C: -2.7065 -1.6679 1.0063
C: -3.5230 -0.4919 0.4816
H: -4.5076 -0.8433 0.1867
H: -3.6348 0.2636 1.2558
H: -3.0419 -0.0384 -0.3802
H: -2.6017 -2.4411 0.2380
H: -3.2058 -2.1087 1.8754
N: 0.8563 -0.6368 2.5666
C: 1.7831 -0.1998 3.4421
N: 1.4909 -0.3201 4.7660
H: 2.2074 0.0760 5.3584
C: 0.2154 -0.5454 5.3960
H: 0.3852 -1.0957 6.3261
H: -0.4263 -1.1646 4.7663
C: -0.5284 0.7669 5.7519
C: -0.9066 1.6012 4.5252
H: -1.0531 2.6376 4.8303
C: -2.2380 0.9775 4.1017
H: -2.0837 0.1980 3.3564
C: -2.7821 0.3838 5.4128
H: -3.6378 0.9449 5.7990
H: -3.0854 -0.6632 5.2891
O: -1.7524 0.4708 6.3889
H: -2.9178 1.7172 3.6847
H: -0.1508 1.5747 3.7444
H: 0.0804 1.3303 6.4670
S: 3.2649 0.4432 3.0641
H: -0.0178 -0.9668 2.9571
H: 2.8526 -0.1944 0.8251
H: 5.0679 1.9429 -0.7861
H: 3.7076 2.2307 -1.8819
H: 3.4123 1.8005 -0.1939

The energy above the lowest of the compared OMol25 structures with the same formula, charge and spin is 115.0 kJ/mol. Its highest occupied orbital energy is -7.45 eV. Its SMILES is CCOc1cc(NC(=S)NC[C@H]2CCCO2)c(OCC)cc1NC(=O)CC(C)C. The calculation puts the gap between HOMO and LUMO at 8.2 eV. Its net charge is 0.

***

# 3
Formula: C18H49N24O14
Source: OMol25
Level of theory: ωB97M-V/def2-TZVPD

Positions of all 105 atoms, in Å:
O: 2.6080 4.0404 3.6165
C: 2.4288 4.2289 2.4968
N: 2.2339 4.3837 1.2892
C: 1.3648 3.3522 0.7837
C: 1.9114 2.0702 0.5968
C: 1.0743 1.0791 0.1391
C: 1.5639 -0.3181 -0.0578
C: 2.1104 -0.9086 1.2578
C: 0.9317 -0.9470 2.2383
O: 0.2166 -2.1673 2.0405
C: -0.2377 1.5219 -0.0801
O: -1.1658 0.6342 -0.5025
N: -1.7204 1.0606 -1.8282
O: -2.8363 1.2889 -1.7148
N: -0.6475 2.7666 0.0898
N: 0.1474 3.7324 0.5336
H: 2.9448 1.8528 0.8197
H: 2.3162 -0.3142 -0.8479
H: 0.7257 -0.9207 -0.4072
H: 2.9522 -0.3038 1.5844
H: 2.4102 -1.9257 1.0686
H: 0.2469 -0.1159 2.0749
H: 1.3290 -0.9469 3.2506
H: -0.3622 -2.0847 1.2761
H: -1.6106 3.0218 -0.1041
C: -1.8356 0.9578 4.1598
O: -1.3706 0.6932 3.0553
N: -1.9800 0.0170 5.1249
N: -2.2636 2.2134 4.4781
H: -2.3668 0.2051 6.0305
H: -1.6822 -0.9165 4.9044
H: -2.1737 2.9203 3.7727
H: -2.6782 2.4578 5.3585
C: 2.5317 2.2252 -3.5778
O: 2.2581 1.1612 -3.0347
N: 1.9618 2.6026 -4.7543
N: 3.4277 3.1107 -3.0448
H: 2.1708 3.4655 -5.2195
H: 1.2972 1.9720 -5.1741
H: 3.8716 2.8555 -2.1835
H: 3.6675 3.9842 -3.4747
C: 0.7168 8.5096 3.4890
O: 0.2445 9.5894 3.7711
N: 0.4063 7.8487 2.3258
N: 1.6019 7.8523 4.3044
H: 0.7854 6.9566 2.0741
H: -0.2378 8.2978 1.7023
H: 1.8554 8.3019 5.1643
H: 2.0015 6.9610 4.0867
C: -5.3913 2.3887 1.4989
O: -6.0175 2.9901 2.3484
N: -4.1106 1.9243 1.7157
N: -5.8792 2.0917 0.2616
H: -3.5942 1.4048 1.0317
H: -3.6914 2.1068 2.6081
H: -6.8207 2.3734 0.0586
H: -5.3701 1.5901 -0.4402
C: -6.0531 -1.1982 -1.0321
O: -6.8053 -0.3620 -1.5084
N: -6.4265 -2.2417 -0.2637
N: -4.6922 -1.1396 -1.2478
H: -5.7414 -2.8801 0.1077
H: -7.4016 -2.3655 -0.0675
H: -4.3538 -0.3924 -1.8194
H: -4.0454 -1.8142 -0.8749
C: 5.1097 -3.2356 1.9386
O: 4.4448 -2.2224 1.7258
N: 4.6095 -4.2929 2.6326
N: 6.3853 -3.3795 1.4976
H: 5.1287 -5.1319 2.8091
H: 3.6683 -4.2196 2.9703
H: 6.7809 -2.6189 0.9794
H: 6.9355 -4.2025 1.6530
C: -1.7344 2.1774 -5.9613
O: -0.9705 1.3164 -6.3652
N: -2.1499 2.2107 -4.6540
N: -2.2251 3.1647 -6.7600
H: -2.7688 2.9032 -4.2770
H: -1.7981 1.4802 -4.0620
H: -1.9367 3.1622 -7.7210
H: -2.8538 3.8777 -6.4425
C: -0.6011 -3.2775 -1.9682
O: -1.1964 -3.3965 -0.8991
N: 0.2421 -4.2261 -2.4444
N: -0.7505 -2.1714 -2.7518
H: 0.7343 -4.1452 -3.3139
H: 0.3706 -5.0500 -1.8857
H: -1.3698 -1.4660 -2.4068
H: -0.2841 -2.0304 -3.6290
C: -3.5500 -5.1976 0.7576
O: -4.3981 -4.4604 0.2609
N: -3.8943 -6.2716 1.5286
N: -2.2164 -4.9996 0.5802
H: -3.2267 -6.8898 1.9464
H: -4.8723 -6.4396 1.6744
H: -1.9071 -4.1797 -0.0054
H: -1.5171 -5.5942 0.9839
C: 6.6580 -5.5864 -1.2557
O: 6.1252 -5.7823 -0.1767
N: 7.5154 -6.4824 -1.8268
N: 6.4349 -4.4459 -1.9785
H: 7.9624 -6.3384 -2.7119
H: 7.6980 -7.3287 -1.3207
H: 5.8082 -3.7703 -1.5824
H: 6.8585 -4.2585 -2.8670

The energy above the lowest of the compared OMol25 structures with the same formula, charge and spin is 0.0 kJ/mol. Its highest occupied orbital energy is -11.03 eV. The calculation puts the gap between HOMO and LUMO at 5.9 eV. Its net charge is +1.

***

# 4
Formula: C17H27BrO9S
Source: OMol25
Level of theory: ωB97M-V/def2-TZVPD

Positions of all 55 atoms, in Å:
C: 4.5213 -7.0430 1.2318
S: 3.5582 -6.3843 2.6305
O: 4.5252 -5.7040 3.4661
O: 2.9253 -7.4189 3.4225
C: 2.4234 -5.1101 2.0334
C: 1.1556 -5.3646 1.7247
C: 0.4970 -6.7386 1.7897
C: -0.3281 -6.9041 0.4649
O: 0.1795 -6.5741 -0.5278
Br: -2.1319 -7.6428 0.4645
C: 0.2635 -4.1915 1.2647
O: -0.8942 -4.2080 1.4978
C: 0.9279 -3.0755 0.4889
C: 2.2035 -2.8267 0.7570
C: 2.8886 -3.6455 1.8539
O: 3.7232 -3.1239 2.5094
H: 4.4020 -6.3707 0.3603
H: 5.5850 -6.9704 1.5229
H: 4.2902 -8.0947 1.0076
H: 1.1976 -7.5844 1.8095
H: -0.2374 -6.7523 2.6152
H: 0.3512 -2.5110 -0.2565
H: 2.7658 -2.0532 0.2203
C: -3.8339 1.1215 -2.3605
O: -2.7414 2.0234 -2.4298
C: -1.9023 1.9590 -1.2836
C: -0.6482 1.1521 -1.5603
O: -0.9500 -0.2206 -1.7908
C: -0.9423 -0.5553 -3.1699
H: -4.2790 1.0543 -3.3531
H: -3.5191 0.1223 -2.0511
H: -4.5878 1.5005 -1.6626
H: -2.4464 1.5520 -0.4253
H: -1.6114 2.9864 -1.0410
H: -0.0027 1.1929 -0.6773
H: -0.0918 1.5740 -2.4028
H: 0.0884 -0.6212 -3.5340
H: -1.4958 0.1714 -3.7681
H: -1.4152 -1.5311 -3.2820
C: 0.7438 6.3529 -0.6644
O: -0.5039 5.7367 -0.3882
C: -0.8949 5.8822 0.9717
C: -1.9299 6.9791 1.1388
O: -1.3851 8.2585 0.8442
C: -1.7425 8.7220 -0.4480
H: 0.8577 6.4129 -1.7467
H: 0.8001 7.3621 -0.2510
H: 1.5590 5.7445 -0.2587
H: -0.0246 6.0681 1.6086
H: -1.3398 4.9306 1.2803
H: -2.2517 7.0019 2.1846
H: -2.8108 6.7799 0.5205
H: -2.7840 9.0595 -0.4501
H: -1.6063 7.9510 -1.2097
H: -1.1007 9.5687 -0.6909

Its highest occupied orbital energy is -9.38 eV. Its SMILES is CS(=O)(=O)C1=C(CC(=O)Br)C(=O)C=CC1=O.COCCOC.COCCOC. The calculation puts the gap between HOMO and LUMO at 8.0 eV. Its net charge is 0.

***

# 5
Formula: C8H26N7O12P
Source: OMol25
Level of theory: ωB97M-V/def2-TZVPD

Positions of all 54 atoms, in Å:
N: 1.2232 -0.0385 3.1495
C: 0.2568 0.0362 2.3255
C: -0.8591 -0.9317 2.2847
P: -2.6072 -0.0662 2.6184
H: 1.8571 0.7507 3.0255
H: 0.1815 0.8616 1.6071
H: -0.9402 -1.3585 1.2793
H: -0.6946 -1.7296 3.0108
H: -2.8836 -1.0521 3.5946
H: -2.9477 -0.1844 1.2555
H: -1.9598 1.1210 3.0373
H: -3.9103 0.5546 2.8876
C: 2.3019 1.2128 -2.3183
N: 1.6075 1.1954 -1.0022
O: 0.4260 0.9126 -0.9775
O: 2.2772 1.4578 -0.0236
H: 1.5833 0.9678 -3.0903
H: 2.7079 2.2105 -2.4512
H: 3.1133 0.4920 -2.2633
C: 5.4970 4.7911 -2.7299
N: 4.7792 3.7207 -3.4759
O: 5.3790 2.7006 -3.7308
O: 3.6207 3.9427 -3.7757
H: 6.5068 4.4498 -2.5401
H: 5.4704 5.6830 -3.3488
H: 4.9413 4.9650 -1.8131
C: -4.1931 1.5313 6.6220
N: -4.1975 0.1416 6.0857
O: -5.1993 -0.2501 5.5282
O: -3.1831 -0.5060 6.2448
H: -5.1529 1.9814 6.4018
H: -4.0039 1.4602 7.6888
H: -3.3731 2.0540 6.1384
C: 2.0170 -2.0974 0.3804
N: 3.1842 -2.6369 -0.3682
O: 4.2905 -2.2475 -0.0735
O: 2.9411 -3.4354 -1.2567
H: 2.3648 -1.3976 1.1296
H: 1.3673 -1.6274 -0.3539
H: 1.4952 -2.9402 0.8242
C: -6.0702 0.8797 -1.7306
N: -5.1127 0.5991 -0.6240
O: -4.7374 1.5300 0.0543
O: -4.7729 -0.5563 -0.4777
H: -6.2778 1.9422 -1.7364
H: -5.5989 0.5457 -2.6501
H: -6.9590 0.2861 -1.5388
C: 2.3021 -4.8276 -4.1514
N: 1.6930 -4.2441 -5.3781
O: 0.6841 -4.7584 -5.8136
O: 2.2245 -3.2526 -5.8347
H: 1.7067 -5.6827 -3.8565
H: 3.3230 -5.1025 -4.3984
H: 2.3106 -4.0534 -3.3905

The energy above the lowest of the compared OMol25 structures with the same formula, charge and spin is 0.0 kJ/mol. Its highest occupied orbital energy is -7.91 eV. Its SMILES is [H]/N=C/C[PH4].C[N+](=O)[O-].C[N+](=O)[O-].C[N+](=O)[O-].C[N+](=O)[O-].C[N+](=O)[O-].C[N+](=O)[O-]. The calculation puts the gap between HOMO and LUMO at 7.7 eV. Its net charge is 0.

***

# 6
Formula: C15H17BN4O4PbS4
Source: OMol25
Level of theory: ωB97M-V/def2-TZVPD

Positions of all 46 atoms, in Å:
Pb: 1.4045 0.5707 1.1254
C: 4.0833 -0.1456 -1.2918
N: 3.0035 -0.0703 -2.2323
C: 2.7710 -0.9210 -3.2775
C: 1.6029 -0.5328 -3.8454
N: 1.1140 0.5398 -3.1604
B: -0.2464 1.1967 -3.5470
N: -0.8081 1.9866 -2.3531
C: -1.1129 3.3142 -2.3805
C: -1.6993 3.6554 -1.2098
N: -1.7465 2.5164 -0.4452
C: -2.3648 2.3741 0.8398
C: -1.1835 1.5021 -1.1587
S: -1.0549 -0.0733 -0.5624
C: 1.9719 0.8102 -2.1758
S: 1.9598 2.1023 -1.0539
H: 4.9524 -0.5919 -1.7736
H: 3.7936 -0.7416 -0.4182
H: 4.3157 0.8648 -0.9524
H: 3.4455 -1.7130 -3.5304
H: 1.0762 -0.9239 -4.6916
H: -0.0578 1.9515 -4.4563
H: -1.0084 0.3196 -3.8249
H: -0.8855 3.9137 -3.2381
H: -2.0750 4.5935 -0.8542
H: -2.8565 3.3129 1.0926
H: -1.6283 2.1236 1.6096
H: -3.0981 1.5635 0.8047
S: 4.8315 1.0343 2.6018
C: 3.4502 1.1097 1.8681
C: -3.7851 -2.2794 2.8910
C: -2.8463 -1.6926 3.7209
C: -1.4965 -1.7776 3.4328
C: -1.0692 -2.4463 2.2923
C: -2.0137 -3.0357 1.4510
C: -3.3586 -2.9482 1.7549
H: -4.8399 -2.2225 3.1238
H: -3.1675 -1.1726 4.6125
H: -0.7596 -1.3216 4.0716
H: -1.6696 -3.5371 0.5594
H: -4.0876 -3.4113 1.1045
O: 2.4463 -1.7260 1.6777
S: 1.5029 -1.9269 2.7709
O: 0.2374 -2.5590 1.9423
O: 1.0757 -0.6651 3.3569
O: 1.8813 -2.9206 3.7286

The energy above the lowest of the compared OMol25 structures with the same formula, charge and spin is 92.5 kJ/mol. Its highest occupied orbital energy (spin up / spin down) is -3.41 / -4.29 eV. As for the spin multiplicity: 2. The calculation puts the gap between HOMO and LUMO (spin up / spin down) at 6.1 / 6.5 eV. Its net charge is -1.

***

# 7
Formula: C2H4I2
Source: OMol25
Level of theory: ωB97M-V/def2-TZVPD

Positions of all 8 atoms, in Å:
C: 0.3536 1.3197 -0.0671
C: 0.0315 -1.2550 0.0935
I: -1.5858 1.8605 0.0823
I: -1.8747 -1.9447 -0.0496
H: 0.8424 1.3394 -1.1102
H: 0.9739 1.2076 0.8318
H: 0.5671 -1.0282 1.0660
H: 0.6922 -1.4993 -0.8466

The energy above the lowest of the compared OMol25 structures with the same formula, charge and spin is 377.0 kJ/mol. Its highest occupied orbital energy (spin up / spin down) is -8.08 / -8.16 eV. The calculation puts the gap between HOMO and LUMO (spin up / spin down) at 8.0 / 8.1 eV. Its net charge is 0.

***

# 8
Formula: C3H10NO4
Source: OMol25
Level of theory: ωB97M-V/def2-TZVPD

Positions of all 18 atoms, in Å:
C: -1.0509 -0.9453 -1.4877
N: -0.4674 0.3487 -1.7143
C: 0.2568 0.8045 -0.5097
C: 1.6057 0.1523 -0.2774
O: 2.1255 -0.0700 0.8982
O: 2.0695 -0.3087 -1.2953
H: -2.0545 -0.8168 -2.0363
H: -1.2979 -1.1309 -0.4105
H: -0.5487 -1.8126 -1.8072
H: 0.3307 0.1028 -2.3885
H: -0.2524 0.4129 0.4292
H: 0.5995 1.8445 -0.4859
H: -0.0372 -2.0116 1.7377
H: 1.1889 -0.9025 1.6217
O: 0.2640 -1.1317 2.0460
H: -0.8895 1.1829 2.3272
H: -0.5500 2.3101 1.3292
O: -1.2921 1.9714 2.0235

The energy above the lowest of the compared OMol25 structures with the same formula, charge and spin is 232.2 kJ/mol. Its highest occupied orbital energy is -4.77 eV. The calculation puts the gap between HOMO and LUMO at 8.7 eV. Its net charge is -1.

***

# 9
Formula: C3H5N3S2
Source: OMol25
Level of theory: ωB97M-V/def2-TZVPD

Positions of all 13 atoms, in Å:
C: 0.4763 -0.3820 -0.0024
C: 0.1570 1.1001 -0.0097
C: -1.9009 -0.5280 -0.0059
H: 3.9249 -0.8455 -0.0058
H: 0.5909 1.5656 0.8856
H: 0.5835 1.5666 -0.8790
H: -3.7902 -0.5671 -0.0217
H: -0.5965 -2.1763 -0.0082
N: 1.6312 -0.9284 0.0010
N: -2.9878 -1.1735 0.0030
N: -0.6694 -1.1411 0.0056
S: 2.9746 0.1251 0.0009
S: -1.6575 1.2510 0.0035

The energy above the lowest of the compared OMol25 structures with the same formula, charge and spin is 8.2 kJ/mol. Its highest occupied orbital energy is -8.49 eV. Its SMILES is [H]/N=C1/N/C(=N/S)CS1. The calculation puts the gap between HOMO and LUMO at 9.1 eV. Its net charge is 0.

***

# 10
Formula: C10H31BF4N2O6PS
Source: OMol25
Level of theory: ωB97M-V/def2-TZVPD

Positions of all 56 atoms, in Å:
N: 3.1218 0.3658 8.9346
H: 2.6671 0.0762 8.0805
H: 3.6458 1.2286 8.9048
H: 4.0145 -0.1039 8.9863
H: 2.6880 0.0162 9.7771
N: 4.6628 -1.6203 3.3912
H: 5.3878 -1.5372 2.6929
H: 5.0249 -1.4546 4.3194
H: 4.3808 -2.5854 3.4868
H: 3.7575 -1.1725 3.3992
B: 1.1628 0.1737 4.5421
F: 1.0326 -0.5824 3.4037
F: 2.0398 1.1495 4.3051
F: 0.0707 0.6350 4.9854
F: 1.6367 -0.8075 5.4442
C: -1.5939 -4.9434 -1.3420
C: -1.0688 -5.7064 -2.6077
C: 0.4454 -5.8405 -2.3414
S: 0.8354 -4.1509 -1.8304
O: 1.2439 -3.3055 -2.9462
O: 1.7230 -4.1850 -0.6765
C: -0.8687 -3.6902 -1.1375
H: -1.3477 -5.4726 -0.4214
H: -2.6826 -4.9245 -1.3900
H: -1.4040 -4.9520 -3.3195
H: -1.5184 -6.6883 -2.7550
H: 1.0548 -6.0057 -3.2298
H: 0.5851 -6.5480 -1.5240
H: -1.3529 -2.8932 -1.7017
H: -0.7211 -3.3310 -0.1190
C: 1.8425 2.0231 -1.2112
C: 0.4953 2.7104 -1.0185
O: -0.1112 2.7663 -2.3027
P: -1.3134 3.7865 -2.4128
O: -1.0322 5.0845 -1.9583
O: -1.7841 3.7906 -3.9473
C: -1.6532 2.6494 -4.7446
C: -2.8346 2.5734 -5.6401
O: -2.4228 2.9607 -1.5017
C: -3.6361 3.5701 -0.9700
C: -3.3998 3.9639 0.4667
H: 1.6973 0.9723 -1.4616
H: 2.3285 2.6931 -1.9205
H: 2.4595 2.0089 -0.3127
H: 0.0618 1.9336 -0.3886
H: 0.5313 3.6266 -0.4292
H: -0.7237 2.6570 -5.3138
H: -1.5875 1.7322 -4.1595
H: -3.7713 2.3524 -5.1285
H: -3.0515 3.5439 -6.0864
H: -2.5931 1.8832 -6.4485
H: -3.8500 4.4321 -1.6018
H: -4.3795 2.7822 -1.0908
H: -2.7770 3.2343 0.9843
H: -2.8159 4.8664 0.2857
H: -4.3028 4.2587 1.0013

Its highest occupied orbital energy is -11.32 eV. The calculation puts the gap between HOMO and LUMO at 7.0 eV. Its net charge is +1.

***

Number 8 is which compound? C3H10NO4